This record from OMol25 describes a molecular structure, C5H9LuO3 in a non-equilibrium geometry. The level of theory is ωB97M-V/def2-TZVPD.

Geometry as XYZ:
```
18
Properties=species:S:1:pos:R:3:nbo_charge:R:1
H -2.73 1.69 -2.41 0.33
H -0.94 2.01 -2.55 0.30
C -1.57 0.33 -1.38 0.57
H 3.27 0.90 1.14 0.35
C -0.59 -0.35 0.69 0.73
O -0.62 0.46 -0.58 -0.39
H 3.52 -0.67 1.91 0.33
C -1.73 1.25 -2.50 -0.75
C 2.95 -0.16 1.12 -0.75
H 0.03 0.52 1.58 0.12
Lu -2.79 -2.85 1.91 1.92
O -1.53 -1.11 0.87 -0.92
C 1.53 -0.21 1.48 0.50
H 3.16 -0.63 0.15 0.30
O 0.73 -0.91 0.66 -0.45
H -1.77 0.63 -3.41 0.33
H -2.25 -0.52 -1.23 0.20
H 1.32 -0.36 2.54 0.26
```

Charge = +3
Highest occupied orbital energy (alpha / beta) = -20.36 / -22.28 eV
⟨S²⟩ = 0.75
Multiplicity = 2
Lowest unoccupied orbital energy (alpha / beta) = -13.10 / -13.73 eV

This record from OMol25 describes a gas-phase ion, C5H9N (charge -1) in a non-equilibrium geometry. The level of theory is ωB97M-V/def2-TZVPD.

Geometry as XYZ:
```
15
Properties=species:S:1:pos:R:3:nbo_charge:R:1
H 0.26 -1.51 1.62 0.26
C -0.26 1.58 -0.85 -0.74
C 0.37 -0.97 -1.95 -0.42
N 0.06 -0.84 -0.56 -0.70
H -0.38 1.44 -1.92 0.16
H 0.85 -0.43 2.98 0.18
H -0.25 1.52 1.73 0.15
C -0.10 0.43 -0.09 0.10
H -0.72 -0.88 3.03 0.18
H -0.85 2.44 -0.54 0.17
C 0.04 -0.66 2.26 -0.68
H 0.99 -0.14 -2.32 0.16
C -0.13 0.51 1.33 -0.12
H 0.87 -1.94 -2.12 0.16
H -0.56 -1.07 -2.57 0.13
```

Charge = -1
Highest occupied orbital energy (alpha / beta) = -1.99 / -1.42 eV
⟨S²⟩ = 0.76
Multiplicity = 2
Lowest unoccupied orbital energy (alpha / beta) = 4.49 / 4.46 eV

This record from OMol25 describes a gas-phase ion, C5H9N (charge -1) in a non-equilibrium geometry. The level of theory is ωB97M-V/def2-TZVPD.

Geometry as XYZ:
```
15
Properties=species:S:1:pos:R:3:nbo_charge:R:1
H -0.08 3.01 0.53 0.10
H 1.52 0.35 0.37 0.17
H 0.55 2.18 1.94 0.18
C -0.48 0.94 0.65 -0.42
C 0.47 0.12 0.19 -0.39
H -1.07 -0.16 -2.01 0.38
C 0.95 -2.24 -0.39 -0.70
H 0.77 -3.32 -0.81 0.16
C 0.30 -1.07 -0.65 0.15
H 1.65 -2.22 0.41 0.18
C -0.29 2.15 1.31 -0.62
N -0.72 -1.03 -1.67 -0.88
H -1.16 2.56 1.98 0.18
H -1.55 0.62 0.41 0.16
H -0.85 -1.87 -2.28 0.36
```

Charge = -1
Highest occupied orbital energy (alpha / beta) = 1.04 / -2.79 eV
⟨S²⟩ = 0.76
Multiplicity = 2
Lowest unoccupied orbital energy (alpha / beta) = 4.63 / 4.43 eV

This record from OMol25 describes a single C5H9N molecule in a non-equilibrium geometry. The level of theory is ωB97M-V/def2-TZVPD.

Geometry as XYZ:
```
15
Properties=species:S:1:pos:R:3:nbo_charge:R:1
H -0.18 -0.38 1.64 0.20
H 1.02 0.78 -1.14 0.17
N 1.91 -0.84 -0.12 -0.86
C 0.76 -0.13 -0.61 -0.05
H -0.28 -1.50 -2.20 0.20
H -0.18 2.09 1.19 0.21
H 2.15 -0.70 0.85 0.37
H -2.10 -1.50 -0.04 0.20
C -0.44 0.01 0.65 -0.22
H -1.84 1.50 1.36 0.20
C -0.27 -1.01 -1.22 -0.18
C -0.94 1.44 0.74 -0.61
C -1.19 -0.94 -0.23 -0.19
H 2.77 -0.65 -0.63 0.36
H -1.18 1.84 -0.25 0.21
```

Highest occupied orbital energy = -8.98 eV
Multiplicity = 1
Lowest unoccupied orbital energy = 1.14 eV

This record from OMol25 describes a single C5H9N molecule in a non-equilibrium geometry. The level of theory is ωB97M-V/def2-TZVPD.

Geometry as XYZ:
```
15
Properties=species:S:1:pos:R:3:nbo_charge:R:1
H 1.84 0.05 -1.15 0.20
C -0.91 1.11 0.11 -0.20
H -1.91 -0.61 1.01 0.19
H 0.75 -0.98 1.45 0.19
H 2.35 0.70 0.42 0.21
H 0.74 2.42 0.00 0.21
H -1.69 1.87 0.33 0.20
H -2.23 -0.30 -0.72 0.21
C 0.39 1.40 -0.12 -0.21
C 0.86 -1.03 0.39 -0.22
C -1.46 -0.30 0.05 -0.26
H 1.52 -1.86 0.07 0.20
H -0.31 -1.33 -1.27 0.35
N -0.42 -1.27 -0.27 -0.62
C 1.43 0.31 -0.13 -0.46
```

Highest occupied orbital energy = -8.55 eV
Multiplicity = 1
Lowest unoccupied orbital energy = 1.13 eV

This record from OMol25 describes a single C5H9N molecule in a non-equilibrium geometry. The level of theory is ωB97M-V/def2-TZVPD.

Geometry as XYZ:
```
15
Properties=species:S:1:pos:R:3:nbo_charge:R:1
C -1.65 1.23 -0.08 0.12
H -0.55 -1.71 1.06 0.24
H 2.58 0.87 0.36 0.21
C -0.17 -1.50 0.05 -0.67
C 0.46 -0.16 0.00 0.09
H 2.56 -0.35 -0.94 0.21
H 0.53 -2.28 -0.23 0.22
C 0.04 1.07 -0.01 -0.28
C 2.17 -0.09 0.04 -0.63
N -2.53 0.31 0.04 -0.66
H 2.47 -0.85 0.77 0.20
H 0.53 2.02 -0.18 0.22
H -1.96 2.29 -0.21 0.13
H -3.49 0.69 -0.01 0.35
H -1.01 -1.54 -0.65 0.25
```

Highest occupied orbital energy = -9.21 eV
Multiplicity = 1
Lowest unoccupied orbital energy = 1.13 eV

Computed values of energy above the lowest of the compared OMol25 structures with the same formula, charge and spin (unit: kJ/mol) for the preceding records, in sequence: 107.3; 23.3; 78.8; 198.2; 90.5; 219.4.